# 1
Entry from OMol25: a molecular structure, C4H7F3NO4RbS (the ωB97M-V functional and the def2-TZVPD basis).

```
21
C4H7F3NO4RbS | OMol25 | the ωB97M-V functional and the def2-TZVPD basis
Rb 19.939 23.719 -15.063
C 20.513 19.018 -15.534
F 20.145 17.750 -15.700
F 20.668 19.219 -14.201
F 21.719 19.181 -16.095
S 19.273 20.190 -16.269
O 18.381 20.479 -15.167
O 20.095 21.343 -16.645
O 18.728 19.460 -17.385
C 18.449 25.711 -17.671
O 19.592 25.397 -17.356
N 17.967 26.965 -17.652
C 16.584 27.240 -17.939
C 18.809 28.074 -17.295
H 17.705 24.997 -18.056
H 15.994 27.464 -17.040
H 16.109 26.379 -18.410
H 16.485 28.096 -18.609
H 18.672 28.886 -18.012
H 18.558 28.476 -16.303
H 19.854 27.788 -17.285
```

As for the gap between HOMO and LUMO: 0.3029 Eh. As for the HOMO energy: -9.02 eV. The multiplicity is 1. As for the net charge: 0. Its lowest unoccupied orbital energy is -0.78 eV. The calculation puts the total energy at -33585.842 eV.

# 2
Entry from OMol25: F2HNOS in the gas phase at a distorted geometry (the ωB97M-V functional and the def2-TZVPD basis).

```
6
F2HNOS | OMol25 | the ωB97M-V functional and the def2-TZVPD basis
N -0.253 -0.669 -0.032
O -2.681 -1.222 0.027
F -1.844 0.920 -1.107
F -1.849 0.902 1.105
S -1.667 -0.244 -0.006
H 0.510 0.006 0.261
```

As for the gap between HOMO and LUMO: 0.4414 Eh. As for the HOMO energy: -11.60 eV. The multiplicity is 1. As for the net charge: 0. As for the structure (SMILES): N=S(=O)(F)F. Its lowest unoccupied orbital energy is 0.41 eV. The calculation puts the total energy at -19822.406 eV.

# 3
Entry from OMol25: 2 unconnected molecules or ions with the total composition C4H4O2 (the ωB97M-V functional and the def2-TZVPD basis).

```
10
C4H4O2 | OMol25 | the ωB97M-V functional and the def2-TZVPD basis
O 1.840 -0.769 1.328
C 0.743 -0.328 1.279
O 0.050 -0.279 0.066
C 0.867 -0.176 -1.861
C -1.126 0.331 0.084
C -2.186 0.886 0.139
H 0.131 0.080 2.096
H 1.831 0.148 -1.414
H 0.977 -1.281 -1.865
H -3.126 1.389 0.147
```

As for the gap between HOMO and LUMO: 0.3393 Eh. As for the HOMO energy: -8.98 eV. The multiplicity is 1. As for the net charge: 0. Its lowest unoccupied orbital energy is 0.25 eV. The calculation puts the total energy at -8300.339 eV.

The highest HOMO energy belongs to which entry?
C4H4O2

Look up the gap between HOMO and LUMO of the first one.
0.3029 Eh

gap between HOMO and LUMO of number 2 (F2HNOS)?
0.4414 Eh

Which value of gap between HOMO and LUMO does entry 2 give?
0.4414 Eh